The following is a quantum chemistry calculation of a structure of composition C5H7N, from the Open Molecules 2025 dataset.

XYZ file:
```
13
Properties=species:S:1:pos:R:3:forces:R:3:mulliken_charge:R:1
C 1.2582 -0.8628 -0.4338 -0.8 0.0 0.7 -0.504
C 1.5514 0.4826 -0.5792 -0.3 -0.3 0.1 -0.258
C 0.5605 1.3495 0.0858 -0.2 0.0 0.0 -0.209
N -0.5978 0.5853 0.7047 0.2 0.1 0.0 -0.207
C -0.4242 -0.7871 0.7353 0.8 -0.1 -0.2 -0.435
C -1.5161 -0.2186 -0.1041 0.1 0.0 -0.2 -0.348
H 2.0337 -1.6439 -0.4565 -0.5 0.3 0.2 0.386
H 1.0849 1.8118 0.9361 -0.1 -0.1 -0.2 0.274
H 0.1945 2.1747 -0.5407 0.1 -0.2 0.1 0.302
H -0.4611 -1.4299 1.6188 0.1 0.3 -0.3 0.282
H 0.3498 -1.1900 -0.9537 0.2 0.1 -0.5 0.260
H -2.5697 -0.1677 0.1950 0.4 -0.2 0.0 0.248
H -1.3775 -0.2462 -1.1905 0.1 0.0 0.2 0.210
```
Positions in Å, forces in eV/Å.

Values from the calculation:
**Spin multiplicity**: 1
**Kohn-Sham gap**: 8.44 eV
**HOMO energy**: -8.25 eV
**M**: 81.12 Da
**LUMO**: 0.007 Eh
**Energy relative to the best compared isomer or geometry (same formula, charge and spin)**: 614.3 kJ/mol

The following is a quantum chemistry calculation of an isolated molecule of C5H7N, from the Open Molecules 2025 dataset.

XYZ file:
```
13
Properties=species:S:1:pos:R:3:forces:R:3:mulliken_charge:R:1
C 0.0729 0.1832 -1.4724 0.0 0.0 -0.1 -1.424
C 0.0560 -0.2951 -0.0299 0.0 -0.1 -0.1 1.141
C 0.6342 0.6096 1.0335 0.2 0.0 0.0 -0.630
C -0.8488 0.4441 0.9257 -0.2 0.0 0.0 -0.737
C 0.1654 -1.7321 0.1172 0.0 -0.9 0.1 0.001
N 0.2036 -2.8881 0.1705 0.0 1.1 0.0 -0.464
H -0.2771 1.2197 -1.5316 0.1 -0.2 0.1 0.358
H 1.0841 0.1420 -1.8852 -0.1 -0.1 0.0 0.319
H -0.5858 -0.4297 -2.0948 0.1 0.1 0.1 0.373
H 1.1000 1.5320 0.6962 -0.1 -0.2 0.0 0.246
H 1.1287 0.1399 1.8787 -0.1 0.1 -0.1 0.289
H -1.4323 1.2034 0.4192 0.0 0.1 0.3 0.235
H -1.3652 -0.0867 1.7193 0.1 0.0 -0.2 0.293
```
Positions in Å, forces in eV/Å.

Values from the calculation:
**Spin multiplicity**: 1
**Kohn-Sham gap**: 11.45 eV
**HOMO energy**: -10.53 eV
**M**: 81.12 Da
**LUMO**: 0.034 Eh
**Energy relative to the best compared isomer or geometry (same formula, charge and spin)**: 94.7 kJ/mol

The following is a quantum chemistry calculation of a structure of composition C5H7N, from the Open Molecules 2025 dataset.

XYZ file:
```
13
Properties=species:S:1:pos:R:3:forces:R:3:mulliken_charge:R:1
C -1.5542 -0.0710 -0.0624 -0.6 0.1 0.0 -0.780
N -0.4900 0.5330 0.8260 0.1 -0.2 -0.1 -0.304
C 0.0165 -0.7861 0.8104 0.3 -0.2 0.3 -0.215
C 1.2666 -0.8809 0.1935 0.0 0.0 0.1 -0.322
C 1.4764 0.3248 -0.4354 -0.1 0.0 0.0 -0.591
C 0.2798 1.0823 -0.2740 0.2 0.3 0.0 -0.218
H -2.2353 -0.7567 0.4554 0.2 0.1 -0.1 0.230
H -0.4557 0.3741 -1.1042 0.0 -0.1 0.0 0.288
H -2.1407 0.6895 -0.5763 0.1 -0.1 0.0 0.296
H -0.4379 -1.5145 1.4718 0.0 0.1 -0.1 0.407
H 1.8802 -1.7702 0.1416 -0.1 0.1 0.0 0.414
H 2.2777 0.5686 -1.1240 -0.1 0.0 0.1 0.364
H 0.1686 2.1430 -0.4831 0.0 -0.1 0.0 0.430
```
Positions in Å, forces in eV/Å.

Values from the calculation:
**Spin multiplicity**: 1
**Kohn-Sham gap (spin up / spin down)**: 8.76 / 8.76 eV
**HOMO energy (spin up / spin down)**: -7.97 / -7.97 eV
**M**: 81.12 Da
**LUMO (spin up / spin down)**: 0.029 / 0.029 Eh
**Energy relative to the best compared isomer or geometry (same formula, charge and spin)**: 479.2 kJ/mol

The following is a quantum chemistry calculation of a cluster of 2 separate species, C5H7N in total, from the Open Molecules 2025 dataset.

XYZ file:
```
13
Properties=species:S:1:pos:R:3:forces:R:3:mulliken_charge:R:1
N -0.0506 -1.0187 2.8472 -0.5 0.1 -1.0 -0.411
C -0.6340 -0.8842 1.8550 0.4 -0.1 0.9 0.299
C -1.3578 -0.7389 0.6234 -0.2 0.2 -0.1 -0.197
C -1.4980 0.4389 0.0198 -0.1 -0.2 0.2 -0.556
C 1.2568 0.9512 -1.0335 0.2 -0.2 0.0 -0.653
C 1.5614 -0.2830 -0.6529 0.1 0.2 -0.1 -0.458
H -1.7336 -1.6566 0.1833 0.0 0.1 0.1 0.304
H -2.0198 0.5215 -0.9281 0.0 -0.1 0.1 0.284
H -1.0673 1.3468 0.4294 -0.2 -0.2 0.0 0.282
H 0.9469 1.1818 -2.0502 0.1 -0.1 0.1 0.278
H 1.2634 1.7805 -0.3292 0.1 -0.1 -0.1 0.296
H 1.8137 -0.5173 0.3795 0.0 0.1 -0.2 0.297
H 1.5189 -1.1219 -1.3439 0.0 0.2 0.1 0.237
```
Positions in Å, forces in eV/Å.

Values from the calculation:
**Spin multiplicity**: 1
**Kohn-Sham gap**: 10.11 eV
**HOMO energy**: -9.80 eV
**M**: 81.12 Da
**LUMO**: 0.011 Eh
**Energy relative to the best compared isomer or geometry (same formula, charge and spin)**: 208.8 kJ/mol

The following is a quantum chemistry calculation of an isolated molecule of C5H7N, from the Open Molecules 2025 dataset.

XYZ file:
```
13
Properties=species:S:1:pos:R:3:forces:R:3:mulliken_charge:R:1
C -0.1124 1.3540 -0.7551 0.0 0.0 0.0 -1.365
C -0.1603 -0.0032 -0.0843 0.2 0.2 0.1 1.133
C -0.8134 -0.0836 1.2460 0.1 0.1 0.4 -0.669
N -1.5055 -0.5792 0.0637 -0.1 -0.2 0.0 -0.646
C 1.0117 -0.8343 -0.3109 0.3 -0.2 -0.1 -0.806
C 2.0483 -1.4204 -0.4977 -0.4 0.2 0.1 0.080
H 0.0905 1.2697 -1.8267 0.0 0.0 0.1 0.324
H 0.6752 1.9566 -0.2888 -0.1 -0.1 -0.2 0.289
H -1.0770 1.8512 -0.6158 0.2 -0.1 0.0 0.393
H -0.4179 -0.8134 1.9475 -0.1 0.1 -0.1 0.315
H -1.2158 0.8252 1.6871 0.0 -0.1 -0.1 0.234
H -1.4978 -1.5934 0.0895 0.2 0.0 -0.3 0.279
H 2.9744 -1.9292 -0.6544 -0.2 0.0 0.0 0.440
```
Positions in Å, forces in eV/Å.

Values from the calculation:
**Spin multiplicity**: 1
**Kohn-Sham gap**: 10.41 eV
**HOMO energy**: -9.32 eV
**M**: 81.12 Da
**LUMO**: 0.040 Eh
**Energy relative to the best compared isomer or geometry (same formula, charge and spin)**: 275.0 kJ/mol

The following is a quantum chemistry calculation of an isolated molecule of C5H7N, from the Open Molecules 2025 dataset.

XYZ file:
```
13
Properties=species:S:1:pos:R:3:forces:R:3:mulliken_charge:R:1
C 0.7262 1.4185 0.1074 -1.0 -0.3 0.2 -1.348
C 0.4466 -0.0177 -0.3925 0.1 -0.4 0.2 0.588
C -0.7140 -0.6247 0.3705 -0.8 0.2 -0.3 -0.281
C -1.9116 -0.9696 -0.1208 0.4 0.3 0.0 -0.696
C 1.6468 -0.8695 -0.1300 2.0 -0.4 0.1 0.079
H 1.5239 1.8734 -0.4178 1.1 0.2 -0.4 0.377
H -0.1294 2.0707 -0.0805 -0.2 -0.3 0.1 0.356
H 0.9187 1.4186 1.1795 0.1 0.0 0.0 0.332
H 0.2455 -0.0230 -1.4789 0.1 0.0 0.5 0.289
H -0.5561 -0.6701 1.4518 0.0 -0.2 -0.3 0.255
H -2.6447 -1.3111 0.6195 0.1 0.0 -0.6 0.244
H -2.2101 -0.8809 -1.1976 0.4 -0.2 1.2 0.249
N 2.6581 -1.4144 0.0894 -2.3 1.0 -0.4 -0.445
```
Positions in Å, forces in eV/Å.

Values from the calculation:
**Spin multiplicity**: 1
**Kohn-Sham gap**: 11.33 eV
**HOMO energy**: -10.41 eV
**M**: 81.12 Da
**LUMO**: 0.034 Eh
**Energy relative to the best compared isomer or geometry (same formula, charge and spin)**: 102.6 kJ/mol

no.,largest force on an atom (eV/Å)
1,1.0
2,1.1
3,0.6
4,1.1
5,0.5
6,2.5